{"formula": "C12H37FN13O7", "method": "ωB97M-V/def2-TZVPD", "symbols": ["F", "H", "C", "H", "N", "N", "H", "H", "H", "O", "H", "O", "H", "H", "H", "H", "C", "H", "H", "H", "H", "N", "H", "H", "C", "O", "O", "N", "N", "C", "H", "C", "H", "C", "N", "H", "H", "C", "N", "H", "H", "H", "N", "O", "N", "H", "H", "H", "H", "H", "O", "H", "C", "C", "C", "N", "C", "N", "H", "N", "H", "N", "H", "C", "H", "H", "H", "O", "H", "H"], "coordinates": [[-4.655, 0.470, -1.864], [1.200, 3.621, -2.232], [0.620, 2.695, -2.301], [1.905, -3.256, -1.162], [5.157, -1.238, 2.902], [2.067, -7.557, -3.060], [-5.451, 1.348, 2.847], [-2.800, 2.414, -2.050], [3.706, 3.342, 4.773], [1.762, -5.996, -1.439], [4.010, 4.483, 6.036], [1.046, -1.569, -2.781], [-0.278, -5.377, -2.697], [-5.769, -0.503, -4.113], [2.821, -1.055, -4.430], [2.951, 0.735, 4.185], [-2.683, 1.547, -1.350], [2.577, 0.660, -0.204], [1.769, -8.005, -3.905], [1.317, 0.660, -1.872], [2.910, -7.861, -2.615], [-3.126, 0.312, -1.923], [-9.474, -1.929, -3.318], [0.094, 2.745, -3.257], [2.155, -2.063, -2.792], [4.510, 0.833, 2.242], [2.249, 1.842, 6.108], [3.090, -1.736, -3.747], [2.614, 3.302, 7.803], [1.664, 1.581, -2.332], [4.212, 0.656, -0.937], [3.356, 1.276, -0.652], [-3.220, 1.778, -0.417], [-0.370, 2.644, -1.138], [2.564, -2.985, -1.868], [-6.306, -0.625, -2.495], [-5.429, 2.726, 3.895], [2.776, 2.861, 6.516], [3.568, 3.641, 5.722], [3.427, -0.829, 4.723], [-0.821, 0.558, -1.676], [-1.091, 3.451, -1.300], [-3.099, 3.518, 3.230], [-7.898, -1.409, -5.151], [3.526, -0.081, 4.065], [3.463, -3.423, -1.882], [-1.158, 1.013, 0.020], [-0.098, -6.557, -3.948], [2.034, 2.750, 8.405], [1.876, 1.341, -3.380], [-3.193, 1.691, 1.891], [5.803, -1.278, 2.138], [-1.194, 1.343, -1.017], [4.400, -0.099, 3.021], [1.377, -6.530, -2.463], [-8.598, -1.564, -3.000], [-3.714, 2.398, 2.720], [-4.973, 2.149, 3.215], [4.013, -2.124, -3.775], [0.235, -6.141, -3.100], [-8.440, -1.445, -2.018], [-6.499, -0.759, -3.474], [3.036, 4.137, 8.160], [-7.659, -1.246, -3.959], [-2.184, 3.730, 2.879], [-3.516, 4.122, 3.911], [3.712, 1.956, 0.121], [2.890, 2.037, -1.747], [0.152, 2.893, -0.209], [5.081, -2.020, 3.522]], "gap_ev": 3.06, "charge": -1, "multiplicity": 1, "e_tot_ev": -49468.2306, "homo_energy_ev": -1.18}


{"formula": "C12H37N3O15S2", "method": "ωB97M-V/def2-TZVPD", "symbols": ["H", "H", "C", "O", "H", "H", "H", "H", "H", "H", "C", "H", "O", "H", "O", "C", "H", "H", "H", "O", "H", "H", "H", "H", "C", "H", "O", "S", "H", "H", "C", "H", "H", "O", "C", "H", "C", "N", "H", "H", "S", "O", "H", "N", "C", "H", "O", "H", "H", "C", "H", "H", "H", "H", "O", "H", "C", "C", "O", "H", "O", "O", "C", "N", "O", "H", "O", "H", "O"], "coordinates": [[16.188, 9.357, -21.274], [15.579, 10.959, -21.704], [16.560, 12.751, -20.911], [21.134, 8.135, -24.884], [22.584, 9.194, -22.987], [19.887, 10.509, -19.792], [20.686, 14.470, -18.925], [18.401, 12.621, -22.908], [18.609, 9.394, -23.912], [17.900, 8.316, -18.229], [15.706, 11.980, -23.671], [14.721, 12.273, -24.035], [19.994, 11.664, -19.763], [22.013, 9.658, -24.559], [20.668, 11.455, -21.910], [20.007, 12.534, -24.310], [13.246, 9.832, -22.014], [19.073, 9.057, -20.700], [17.074, 8.597, -24.004], [17.547, 8.431, -21.167], [17.201, 8.006, -19.888], [17.617, 11.229, -21.610], [16.258, 7.896, -18.378], [20.398, 8.097, -25.499], [14.115, 9.258, -21.692], [19.634, 7.581, -23.419], [16.206, 10.810, -17.616], [16.860, 11.657, -25.050], [15.618, 11.044, -23.119], [21.040, 8.412, -22.908], [18.972, 11.861, -23.441], [19.587, 11.315, -22.726], [20.577, 11.721, -24.760], [17.459, 12.135, -21.882], [15.345, 10.040, -21.166], [18.465, 10.809, -20.666], [17.961, 8.698, -23.379], [17.505, 9.229, -22.071], [16.743, 12.368, -19.907], [18.524, 7.770, -23.277], [16.593, 10.324, -18.925], [23.340, 11.037, -23.605], [14.350, 8.588, -22.519], [19.768, 12.874, -19.975], [20.702, 7.662, -23.623], [21.088, 6.680, -23.354], [20.293, 9.458, -22.685], [21.350, 10.474, -23.141], [16.712, 13.831, -20.905], [17.049, 8.436, -18.899], [13.816, 8.461, -21.011], [20.749, 13.013, -23.671], [15.550, 12.507, -21.239], [16.133, 12.777, -23.062], [18.172, 10.980, -24.262], [18.874, 14.252, -18.771], [22.258, 10.053, -23.573], [19.309, 10.119, -20.630], [16.228, 10.620, -25.864], [19.976, 13.210, -17.880], [17.606, 11.035, -19.730], [17.246, 12.956, -25.570], [19.854, 13.777, -18.803], [20.125, 10.417, -21.881], [19.625, 13.394, -21.029], [22.912, 11.825, -23.948], [15.180, 10.270, -19.802], [19.682, 13.186, -25.121], [17.217, 10.420, -21.986]], "gap_ev": 6.56, "charge": 0, "multiplicity": 1, "e_tot_ev": -69854.8800, "homo_energy_ev": -8.49}


{"formula": "C12H37O7", "method": "ωB97M-V/def2-TZVPD", "symbols": ["H", "H", "C", "H", "C", "H", "H", "H", "O", "C", "C", "C", "H", "H", "H", "O", "H", "H", "C", "H", "H", "H", "C", "H", "H", "H", "H", "O", "H", "C", "H", "H", "H", "H", "H", "H", "O", "C", "H", "H", "H", "C", "H", "H", "H", "H", "H", "H", "C", "O", "C", "H", "H", "O", "H", "O"], "coordinates": [[-15.994, -0.311, 30.183], [-9.403, -0.042, 32.211], [-10.081, 0.762, 32.495], [-11.930, 1.668, 31.569], [-15.511, 1.878, 33.242], [-9.493, 1.672, 32.612], [-19.466, -1.781, 31.803], [-12.499, 5.011, 28.763], [-16.863, -0.694, 30.043], [-14.371, 2.850, 33.551], [-13.002, -3.269, 34.731], [-11.162, 0.913, 31.406], [-14.196, -1.338, 30.052], [-13.413, 2.503, 33.162], [-14.356, 2.885, 34.640], [-11.761, -0.350, 31.292], [-19.354, -0.769, 30.334], [-15.274, 0.836, 33.455], [-13.540, 3.841, 30.169], [-16.949, -1.812, 31.695], [-13.560, 1.858, 30.046], [-17.696, -0.132, 31.816], [-17.519, -1.020, 31.210], [-13.067, -4.573, 29.510], [-18.969, -2.489, 30.260], [-14.560, 3.792, 30.551], [-14.240, 5.208, 28.399], [-13.182, 2.607, 29.580], [-14.904, -4.805, 29.351], [-14.051, -4.549, 29.979], [-15.219, -3.097, 30.984], [-10.736, 1.111, 30.422], [-10.514, 0.505, 33.462], [-14.130, -5.290, 30.775], [-11.896, -2.190, 33.179], [-13.343, -0.765, 33.074], [-13.947, -2.147, 29.600], [-13.503, 5.043, 29.186], [-15.207, 1.386, 31.340], [-13.773, -3.048, 35.468], [-14.486, 3.866, 33.173], [-18.909, -1.598, 30.884], [-11.616, -1.592, 34.792], [-13.477, 5.930, 29.819], [-13.454, -3.898, 33.965], [-13.489, -2.885, 31.409], [-12.242, -3.852, 35.252], [-12.911, 4.009, 31.043], [-14.196, -3.108, 30.609], [-15.741, 2.033, 31.807], [-12.386, -1.992, 34.132], [-12.683, -0.222, 31.056], [-16.476, 2.045, 33.720], [-13.502, -1.141, 33.942], [-14.494, -0.299, 31.288], [-14.258, 0.238, 30.507]], "gap_ev": [10.64, 4.58], "charge": 0, "s2": 0.76, "multiplicity": 2, "e_tot_ev": -27370.4082, "homo_energy_ev": [-10.03, -9.96]}


{"formula": "C12H38N4O12", "method": "ωB97M-V/def2-TZVPD", "symbols": ["H", "C", "O", "H", "H", "H", "H", "O", "O", "H", "H", "H", "H", "H", "H", "H", "C", "H", "H", "H", "H", "H", "C", "H", "O", "C", "O", "C", "H", "O", "C", "N", "H", "H", "H", "O", "H", "H", "H", "H", "H", "C", "N", "O", "O", "H", "C", "O", "O", "C", "H", "C", "N", "H", "H", "H", "H", "C", "H", "O", "C", "H", "H", "H", "N", "H"], "coordinates": [[12.323, 6.225, 8.166], [17.661, 5.579, 10.297], [12.164, 6.613, 11.708], [16.279, 4.556, 17.059], [11.344, 4.616, 18.493], [16.861, 3.912, 15.489], [5.183, 5.722, 17.504], [6.822, 5.730, 11.034], [13.617, 6.633, 17.074], [12.165, 4.245, 13.084], [11.449, 6.274, 19.026], [7.420, 4.970, 17.875], [8.431, 5.360, 9.472], [12.800, 6.947, 16.567], [15.484, 5.045, 8.369], [12.257, 2.630, 9.926], [11.666, 5.605, 18.144], [18.548, 5.051, 10.688], [6.356, 4.937, 11.285], [10.950, 6.532, 13.678], [7.744, 5.512, 12.917], [12.548, 7.154, 10.992], [13.159, 6.089, 12.556], [13.877, 5.528, 11.915], [16.566, 5.456, 11.166], [16.621, 4.798, 16.091], [9.303, 5.374, 9.876], [7.961, 5.827, 11.870], [18.221, 5.365, 8.282], [11.407, 5.891, 14.218], [17.832, 5.716, 16.129], [12.055, 5.664, 8.908], [13.804, 6.807, 13.048], [10.960, 3.742, 10.029], [13.225, 4.942, 14.229], [15.581, 5.435, 15.318], [17.552, 6.432, 14.259], [13.452, 4.570, 17.353], [17.244, 3.878, 8.826], [8.313, 6.929, 11.806], [4.368, 5.145, 16.162], [12.638, 4.444, 9.067], [11.970, 3.595, 9.922], [16.225, 5.644, 8.392], [13.790, 4.168, 8.702], [13.616, 5.440, 18.899], [17.369, 5.004, 8.877], [18.246, 6.038, 14.875], [10.890, 6.164, 17.107], [12.479, 5.219, 13.558], [17.654, 6.557, 16.809], [13.159, 5.530, 17.846], [5.214, 5.131, 16.722], [15.810, 5.854, 10.765], [9.970, 5.491, 11.679], [11.070, 5.728, 9.193], [17.897, 6.651, 10.250], [6.440, 4.912, 16.068], [18.675, 5.207, 16.678], [6.446, 4.649, 14.881], [9.119, 5.055, 11.229], [15.186, 6.056, 15.945], [9.152, 4.007, 11.686], [8.354, 4.917, 16.350], [7.528, 5.082, 16.862], [11.069, 5.673, 16.275]], "gap_ev": 9.65, "charge": 0, "multiplicity": 1, "e_tot_ev": -43589.6205, "de_lowest_kcal_mol": 19.9, "homo_energy_ev": -9.24}


{"formula": "C12H39CoN10O7", "method": "ωB97M-V/def2-TZVPD", "symbols": ["C", "O", "C", "H", "N", "O", "C", "H", "H", "O", "H", "H", "H", "C", "H", "H", "N", "C", "H", "N", "H", "H", "O", "H", "H", "H", "H", "N", "C", "O", "C", "C", "H", "N", "N", "C", "H", "N", "H", "H", "H", "Co", "H", "C", "N", "H", "N", "H", "O", "H", "H", "H", "H", "H", "H", "H", "H", "C", "H", "H", "C", "H", "O", "H", "H", "N", "H", "H", "H"], "coordinates": [[2.542, -3.371, -1.033], [4.873, -1.851, 1.241], [1.005, -3.515, -1.053], [-5.007, 5.015, -0.036], [2.164, 2.353, 4.847], [-1.959, -0.786, 1.124], [-2.853, 4.180, -1.462], [2.670, 3.206, 4.706], [-2.382, 4.144, -2.448], [-1.912, 3.820, -0.478], [0.719, -3.037, -1.994], [0.560, -3.495, 0.978], [-4.978, 5.708, -2.469], [2.279, 1.542, -2.055], [1.436, -5.596, -1.638], [-3.593, 5.968, -3.269], [2.713, 1.547, -0.757], [1.688, 1.730, 3.742], [3.526, 2.102, -0.566], [-4.054, 6.116, -2.381], [-0.435, 2.404, -0.125], [1.030, 0.055, -1.617], [0.804, 0.841, 3.768], [0.059, -5.324, -0.519], [-1.100, -6.040, -3.898], [0.677, 0.508, 0.110], [-3.008, -2.783, -1.064], [4.548, -2.683, 3.283], [-2.835, -1.373, 0.431], [-0.349, -4.898, -2.468], [-1.029, -6.094, -2.813], [0.583, -4.954, -1.412], [-2.090, 1.813, -0.352], [-4.126, -0.957, 0.373], [-2.515, -2.472, -0.249], [-4.182, 5.736, 0.027], [-3.538, 5.512, 0.877], [1.374, 0.573, -2.397], [2.516, -1.000, 1.446], [-4.697, 6.684, 0.168], [-1.934, -6.277, -2.235], [-0.542, -0.102, 2.420], [-0.399, -6.984, -2.691], [-1.359, 2.552, -0.697], [2.148, 2.209, 2.585], [-4.732, -1.703, 0.086], [2.806, -1.620, 2.181], [2.846, -3.432, -2.085], [0.685, 0.018, 0.920], [1.048, 0.515, -3.342], [2.355, 0.900, -0.074], [1.995, 1.663, 1.749], [1.805, 2.122, 5.757], [2.954, -2.441, -0.651], [-0.958, 2.377, -1.701], [-3.778, 3.583, -1.449], [3.066, -4.265, -0.683], [4.107, -2.024, 2.188], [4.076, -2.776, 4.165], [2.791, 2.975, 2.503], [-3.343, 5.610, -1.227], [0.747, -2.088, 0.291], [2.716, 2.318, -2.895], [-4.390, -0.164, 0.930], [5.491, -3.026, 3.297], [0.315, -2.996, 0.125], [2.315, -1.783, 3.041], [-1.532, -2.677, -0.008], [-2.423, 6.185, -1.066]], "gap_ev": [7.03, 6.24], "charge": 1, "s2": 3.76, "multiplicity": 4, "e_tot_ev": -79933.0752, "de_lowest_kcal_mol": 68.6, "homo_energy_ev": [-10.92, -10.92]}


{"formula": "C12H40BClN3O8", "method": "ωB97M-V/def2-TZVPD", "symbols": ["O", "H", "H", "H", "H", "H", "H", "H", "H", "N", "O", "H", "H", "H", "H", "H", "C", "C", "H", "O", "O", "B", "C", "N", "H", "H", "H", "C", "H", "H", "H", "H", "H", "H", "H", "C", "H", "C", "C", "C", "H", "H", "H", "C", "H", "H", "C", "O", "N", "H", "O", "H", "H", "H", "H", "H", "Cl", "H", "H", "H", "O", "O", "C", "H", "C"], "coordinates": [[-2.462, 3.161, 2.514], [2.272, 0.933, -4.846], [0.072, -0.665, -0.823], [-2.619, 3.015, -2.803], [0.610, -6.077, 1.336], [-0.370, -6.665, 2.598], [2.094, -2.095, -2.107], [-0.491, 2.187, 1.209], [1.357, 4.035, -3.030], [2.261, 0.874, -3.838], [1.693, -0.132, 1.034], [1.611, -1.679, 2.433], [-0.425, 0.578, -0.003], [-0.431, 0.580, -3.224], [1.164, -5.880, 3.052], [2.222, 2.325, 0.221], [-2.103, -2.963, 1.804], [-1.631, 3.428, -2.600], [1.380, 4.385, 1.177], [-0.637, -0.318, -0.276], [-1.642, 1.039, 2.534], [1.157, -1.613, -1.872], [-0.113, 1.615, -3.350], [0.205, 2.069, 0.487], [1.396, -0.709, -1.334], [2.499, 3.833, 2.354], [1.769, 0.027, -3.590], [-3.213, -2.587, 0.824], [-1.390, -1.220, 2.335], [1.627, 3.430, -4.721], [3.244, -1.238, 1.915], [-0.383, -2.504, 2.316], [2.822, 1.190, 2.179], [-1.753, 4.116, -1.763], [-3.494, -1.538, 0.918], [0.320, -5.855, 2.363], [-2.421, -2.887, 2.844], [1.526, 2.305, 1.059], [1.790, 1.040, 1.861], [1.536, 3.590, 1.906], [-0.749, -0.889, 0.487], [0.021, 2.986, 0.105], [-4.070, -3.238, 0.991], [2.210, -1.340, 1.588], [0.458, -2.236, -1.336], [2.226, -2.157, 0.867], [1.834, 3.285, -3.660], [-0.390, -4.613, 2.503], [-1.039, -1.973, 1.761], [1.136, 0.973, 2.730], [-3.897, 1.372, 3.019], [-2.938, -2.685, -0.226], [-1.262, 3.968, -3.471], [0.637, -1.340, -2.777], [-1.211, -4.508, 0.582], [2.888, 3.561, -3.640], [-2.778, 1.822, 2.241], [0.824, 3.600, 2.731], [-2.293, -5.121, 1.794], [1.625, 1.900, -2.110], [-3.059, 1.691, 0.848], [-0.715, 2.349, -2.272], [1.418, 1.838, -3.179], [-0.442, 2.034, -4.301], [-1.481, -4.412, 1.634]], "gap_ev": [8.95, 3.36], "charge": 0, "s2": 0.76, "multiplicity": 2, "e_tot_ev": -47125.6444, "homo_energy_ev": [-8.95, -8.95]}


Look up the charge of the first one.
-1


charge of number 3 (C12H37O7)?
0


Which value of charge does entry 4 give?
0